Formula: C21H45BN4O18PS
Source: OMol25
Level of theory: wB97M-V/def2-TZVPD

Results
Net charge: +1
Total energy (eV): -86116.60806

```
91
Properties=species:S:1:pos:R:3:forces:R:3
O 4.64757 0.76100 4.22719 -0.39 0.22 -0.11
B 4.77664 1.31977 2.99478 0.14 -0.39 0.39
O 5.75438 2.10682 2.56541 0.01 -0.30 0.18
O 3.81394 1.02151 1.95946 -0.19 0.30 -0.34
N 2.73860 0.35388 2.34256 -0.26 -0.23 0.10
N 2.63440 -0.92152 2.39945 -0.03 0.07 0.25
N 1.42550 -1.19253 2.87576 0.28 -0.35 -0.23
C 0.81405 -0.04675 3.08272 -0.17 -0.02 0.02
N 1.61184 0.96792 2.75073 0.59 0.34 -0.28
P 1.16304 2.72751 2.82362 -0.80 0.73 0.67
S -0.24943 2.96342 4.05428 -0.07 -0.07 -0.04
H 4.04864 1.17981 4.85274 0.11 -0.16 0.24
H 6.38355 2.30891 3.26897 0.19 0.00 -0.07
H -0.17823 0.09726 3.46528 -0.19 -0.01 0.04
H 0.94777 3.07212 1.49217 0.23 -0.33 -0.33
H 2.37731 3.31772 3.15237 0.49 -0.28 -0.14
C -4.49928 -4.38954 2.18455 0.16 0.19 -0.01
C -4.46408 -4.11929 0.69724 -0.22 -0.20 0.02
O -3.50349 -3.09387 0.35805 -0.04 0.04 0.02
C -2.24037 -3.48321 0.32642 0.07 0.06 0.07
O -1.81288 -4.59061 0.51907 -0.02 -0.08 0.02
O -1.48129 -2.41090 0.05411 0.02 0.07 -0.07
C -0.07710 -2.66983 0.06906 0.07 0.14 0.09
H -4.68257 -3.46937 2.74086 -0.08 -0.07 0.01
H -5.29737 -5.09452 2.41250 -0.03 -0.01 0.00
H -3.55689 -4.81699 2.52466 0.00 -0.06 -0.02
H -5.41365 -3.72118 0.34951 0.01 0.08 -0.02
H -4.24099 -5.01934 0.12734 0.10 0.00 -0.01
H 0.20152 -3.48530 -0.59140 -0.09 -0.07 0.00
H 0.23898 -2.89439 1.08735 0.09 -0.11 -0.04
H 0.39171 -1.75057 -0.27645 -0.02 0.02 -0.02
C 5.73022 4.41417 0.72612 0.13 0.28 -0.07
C 4.27689 4.06597 0.49415 0.04 -0.14 0.18
O 3.66921 4.89875 -0.49775 -0.07 -0.02 -0.01
C 3.96337 4.55997 -1.76584 -0.01 0.01 0.09
O 4.62660 3.61106 -2.08865 0.02 -0.06 -0.06
O 3.38328 5.43545 -2.56630 0.03 0.05 -0.07
C 3.64121 5.23908 -3.96821 -0.10 0.06 -0.05
H 5.82604 5.47531 0.95463 -0.01 0.03 0.00
H 6.13773 3.83451 1.55313 -0.10 0.33 -0.35
H 6.31554 4.20082 -0.16548 0.01 -0.03 -0.03
H 3.68571 4.25790 1.39411 0.02 0.07 0.01
H 4.15625 3.01786 0.21191 0.05 0.04 -0.07
H 3.40635 4.21959 -4.26214 0.02 -0.04 0.02
H 4.68167 5.46057 -4.19194 0.04 -0.04 0.02
H 2.99029 5.94010 -4.47920 -0.01 0.03 0.00
C -0.36003 -5.61401 -2.54377 0.01 0.12 -0.12
C 0.32991 -6.86764 -3.02935 -0.05 -0.12 0.22
O 0.72315 -6.77086 -4.40855 -0.02 -0.02 0.00
C 1.81695 -6.05164 -4.63938 -0.04 0.07 -0.01
O 2.49295 -5.49708 -3.80934 0.04 0.02 0.04
O 2.03714 -6.04156 -5.95028 0.01 0.00 -0.07
C 3.16253 -5.26172 -6.36578 0.02 -0.04 -0.06
H -1.20377 -5.36881 -3.18993 -0.04 -0.04 0.02
H -0.72711 -5.75420 -1.52708 -0.01 -0.03 0.01
H 0.33157 -4.77185 -2.55378 0.03 -0.01 0.00
H -0.34399 -7.72014 -2.99644 -0.02 -0.01 -0.08
H 1.20272 -7.10112 -2.42149 0.06 0.05 -0.03
H 4.05693 -5.55626 -5.82313 0.01 0.00 0.04
H 2.96899 -4.20243 -6.20787 0.00 0.01 0.05
H 3.28101 -5.46453 -7.42465 -0.01 0.00 -0.03
C -5.92561 -3.10318 8.02468 0.19 -0.04 -0.05
C -5.92190 -1.71612 7.42605 -0.25 0.02 0.10
O -4.60124 -1.31652 6.99616 -0.02 0.01 0.03
C -4.20047 -1.82595 5.84524 0.13 -0.01 0.04
O -4.81625 -2.55430 5.11308 -0.09 -0.01 -0.02
O -2.95088 -1.39127 5.60839 -0.03 0.02 -0.02
C -2.38380 -1.92244 4.41524 0.06 0.00 -0.05
H -5.19919 -3.16929 8.83450 -0.04 0.01 0.05
H -6.91358 -3.32987 8.42299 -0.02 0.01 0.01
H -5.67614 -3.85289 7.27584 -0.04 0.00 -0.03
H -6.19843 -0.96954 8.16587 0.07 0.04 0.02
H -6.60940 -1.63731 6.58589 0.05 -0.03 -0.07
H -3.03212 -1.75212 3.55803 -0.01 -0.02 -0.02
H -2.18445 -2.98756 4.51948 -0.06 -0.04 -0.03
H -1.44165 -1.39660 4.28773 0.04 -0.02 0.03
C -3.20232 6.36423 -6.35277 0.01 -0.05 0.19
C -1.76117 6.80996 -6.44175 -0.04 0.06 -0.25
O -1.13505 6.87757 -5.14397 -0.01 0.05 -0.01
C -0.75369 5.71702 -4.63358 -0.06 -0.02 0.07
O -0.85101 4.63313 -5.14736 0.02 -0.05 -0.05
O -0.22928 5.94639 -3.42339 0.04 0.02 0.04
C 0.17371 4.76744 -2.73196 0.07 -0.02 0.14
H -3.75617 7.00695 -5.66854 -0.03 0.04 -0.04
H -3.66738 6.41860 -7.33624 0.00 0.02 -0.02
H -3.27171 5.33841 -5.99504 0.02 -0.03 -0.04
H -1.68935 7.82419 -6.82619 0.02 0.04 0.06
H -1.17745 6.15629 -7.08758 0.02 -0.07 0.05
H 0.83554 4.16315 -3.34852 -0.03 -0.05 -0.03
H -0.69579 4.17780 -2.44210 -0.02 -0.03 -0.08
H 0.70516 5.10858 -1.84821 0.00 0.07 -0.01
```
Positions in Å, forces in eV/Å.

Mulliken atomic charge list, values in e, 2 entries: O -0.414; B 0.507

=====

Formula: C18H23CaI2N6O2S2Se2Te2
Source: OMol25
Level of theory: wB97M-V/def2-TZVPD

Results
Net charge: -1
Total energy (eV): -233671.11146
Energy above the lowest of the compared OMol25 structures with the same formula, charge and spin (kJ/mol): 93.2

```
58
Properties=species:S:1:pos:R:3:forces:R:3
Ca -0.54531 -0.29253 -1.09598 0.47 0.87 -0.81
I -5.88055 -3.05647 3.88280 -0.14 -0.08 0.22
C -4.72751 -2.34658 2.30941 0.15 0.11 -0.25
C -5.23338 -1.36205 1.47106 0.19 0.02 -0.07
C -4.46434 -0.90934 0.40881 -0.09 -0.28 0.30
I -5.18710 0.59008 -0.81751 -0.06 0.18 -0.19
C -3.18319 -1.43754 0.11640 0.19 0.03 -0.24
O -2.49179 -1.05735 -0.90486 -1.05 -0.57 0.52
C -2.67725 -2.39343 1.04025 0.00 -0.09 0.23
C -1.27249 -2.91034 0.86281 -0.02 0.30 -0.09
N -0.26615 -1.83109 0.79519 0.01 0.01 0.40
C -0.14624 -1.03296 2.02043 -0.29 0.06 -0.19
C -1.06104 0.18506 2.03753 0.18 0.01 -0.23
C -1.72050 0.58750 3.18645 0.01 -0.08 0.12
C -2.46017 1.75691 3.16241 -0.05 0.01 0.10
C -2.53091 2.48960 1.99090 -0.04 0.05 0.04
C -1.85884 2.01341 0.88300 0.11 -0.24 -0.11
N -1.13107 0.89419 0.90372 -0.23 0.11 0.50
C -3.44995 -2.84689 2.10032 0.09 0.14 -0.05
H -6.21487 -0.94317 1.64384 -0.01 0.01 -0.01
H -1.18791 -3.47506 -0.06766 0.02 0.01 -0.07
H -1.04282 -3.58619 1.69269 0.01 -0.12 0.05
H 0.64151 -2.21511 0.53354 0.01 -0.04 0.06
H 0.87542 -0.64533 2.08025 0.05 -0.03 -0.03
H -0.33794 -1.63015 2.91857 0.02 -0.04 0.06
H -1.65950 -0.01984 4.08145 -0.02 0.03 -0.02
H -2.98559 2.08629 4.05054 0.00 -0.01 -0.02
H -3.10386 3.40365 1.92456 -0.02 -0.02 0.00
H -1.91324 2.53047 -0.06923 0.03 -0.01 0.00
H -3.03917 -3.58893 2.77700 -0.01 0.01 -0.02
Se 2.89361 -0.98856 -3.98610 -0.14 0.01 0.14
Te 0.67877 -1.99833 -3.32730 0.40 -0.20 -0.54
Te -1.18242 -0.67887 -4.81344 -0.07 0.14 0.12
Se -1.88780 1.32033 -3.42175 0.32 -0.08 -0.04
C 1.94743 3.20231 -4.32993 0.03 0.01 0.11
C 2.15983 3.47498 -2.88545 0.05 -0.02 -0.19
N 2.67520 4.54199 -2.36008 -0.12 -0.26 0.32
N 2.65779 4.25819 -1.01170 0.21 0.43 0.05
C 2.15276 3.06076 -0.68394 -0.06 -0.17 0.18
S 2.00512 2.39660 0.85954 0.00 0.14 -0.46
N 1.82876 2.56110 -1.91165 -0.28 -0.32 -0.17
N 1.23208 1.32462 -2.16849 0.43 -0.21 0.14
H 2.28115 4.06480 -4.90159 -0.02 -0.02 -0.01
H 0.89333 3.00193 -4.53395 -0.04 0.05 0.01
H 2.50414 2.31086 -4.62826 0.00 0.01 0.00
H 3.00789 4.92027 -0.34456 0.01 0.01 -0.01
H 1.95321 0.69327 -2.56916 -0.03 0.05 -0.02
H 0.52673 1.46431 -2.90366 -0.20 0.12 0.07
C 4.86932 -1.44417 -0.71979 0.22 -0.10 -0.20
S 3.36549 -1.24013 0.18878 -0.80 0.00 -0.40
C 3.90691 -2.02146 1.68562 0.19 -0.18 0.40
O 2.36006 -2.20926 -0.39182 0.30 0.30 0.34
H 5.12024 -2.50662 -0.74778 0.04 0.07 -0.04
H 5.64428 -0.85468 -0.22481 0.00 -0.04 -0.08
H 4.66481 -1.07609 -1.72692 0.04 -0.05 -0.01
H 4.70190 -1.43600 2.15266 -0.05 -0.04 -0.03
H 4.24919 -3.02692 1.43438 -0.02 0.01 0.10
H 3.04600 -2.07203 2.35246 0.06 -0.01 0.00
```
Positions in Å, forces in eV/Å.

Mulliken atomic charge list, values in e, 2 entries: Ca 1.693; I 0.016

=====

E_LUMO readings, ordered: -4.8, 2.0 eV